[1]
Below is a structure of composition C36H44HgN2Si in a non-equilibrium geometry, with properties calculated with ωB97M-V/def2-TZVPD.

CARTESIAN COORDINATES (ANGSTROEM)
C -1.19 -0.80 1.22
C -0.30 -1.91 1.35
C 0.77 -1.52 2.21
H -0.42 -2.89 0.90
C 0.53 -0.17 2.62
C -0.68 0.27 2.01
H -1.14 1.25 2.15
H -2.10 -0.78 0.62
H 1.61 -2.14 2.49
H 1.15 0.40 3.30
Hg 1.89 0.69 -1.98
C 2.59 -2.35 -3.95
H 3.40 -2.27 -3.21
H 2.76 -1.67 -4.79
H 2.59 -3.38 -4.33
Si 0.75 -2.17 -3.30
C -1.04 -2.85 -3.43
C -1.82 -2.87 -2.25
H -1.34 -2.84 -1.27
C -3.22 -2.95 -2.34
H -3.81 -3.07 -1.43
C -3.84 -2.88 -3.60
H -4.93 -2.94 -3.67
C -3.07 -2.76 -4.77
H -3.57 -2.69 -5.75
C -1.67 -2.75 -4.69
H -1.06 -2.62 -5.58
C 1.22 -3.31 -1.76
C 0.66 -4.58 -1.59
H -0.11 -4.95 -2.27
C 1.09 -5.44 -0.56
H 0.62 -6.42 -0.46
C 2.11 -5.06 0.30
H 2.46 -5.73 1.10
C 2.70 -3.81 0.14
H 3.51 -3.49 0.79
C 2.27 -2.95 -0.89
H 2.79 -2.00 -1.01
H 1.09 -0.93 -2.39
H -0.06 -1.02 -3.90
C 4.54 3.58 4.11
C 3.13 3.93 3.61
C 2.12 3.67 4.74
C 3.11 5.43 3.25
C 2.75 3.11 2.38
C 3.53 2.06 1.89
C 3.18 1.44 0.70
N 2.13 1.86 -0.04
C 1.28 2.79 0.46
C 1.57 3.42 1.69
C 0.07 3.08 -0.32
C -0.80 4.14 0.01
C -1.91 4.41 -0.80
C -2.21 3.48 -1.80
C -1.31 2.44 -2.05
N -0.15 2.28 -1.38
C -2.74 5.70 -0.57
C -3.64 6.01 -1.77
C -3.61 5.54 0.68
C -1.79 6.90 -0.36
H 4.81 4.22 4.96
H 5.29 3.74 3.32
H 4.59 2.53 4.45
H 2.38 4.25 5.63
H 1.10 3.95 4.43
H 2.11 2.61 5.01
H 3.79 5.63 2.41
H 2.11 5.76 2.96
H 3.44 6.04 4.10
H 4.42 1.70 2.40
H 3.76 0.60 0.29
H 0.85 4.14 2.08
H -0.58 4.75 0.89
H -3.10 3.56 -2.43
H -1.51 1.71 -2.83
H -4.41 5.24 -1.90
H -4.15 6.97 -1.61
H -3.06 6.09 -2.69
H -2.99 5.33 1.57
H -4.18 6.46 0.87
H -4.32 4.71 0.56
H -1.19 6.79 0.55
H -1.10 6.99 -1.22
H -2.36 7.82 -0.28

Properties
- LUMO (spin up / spin down) (eV) = -2.25 / -2.25
- relative energy (zero: lowest compared OMol25 entry of this formula, charge and spin) (eV) = 0.000
- electronic energy (eV) = -53072.4535
- highest occupied orbital energy (spin up / spin down) (Eh) = -0.195 / -0.195
- gap between HOMO and LUMO (spin up / spin down) (eV) = 3.1 / 3.0

[2]
Below is a structure of composition C36H45AsHgN3OP2Si in a non-equilibrium geometry, with properties calculated with ωB97M-V/def2-TZVPD.

CARTESIAN COORDINATES (ANGSTROEM)
Hg -0.28 0.22 0.43
C -0.90 0.04 4.69
C 0.48 0.26 4.12
C 1.51 0.69 4.93
C 2.77 0.86 4.35
C 2.96 0.55 3.03
C 1.87 0.09 2.24
N 0.64 -0.01 2.82
N 2.00 -0.20 0.93
Si 2.97 -1.48 0.31
C 4.64 -0.87 -0.29
C 3.22 -2.78 1.64
C 2.14 -2.28 -1.16
H -0.83 -0.55 5.61
H -1.51 -0.50 3.97
H -1.38 0.98 4.94
H 1.34 0.89 5.98
H 3.60 1.23 4.94
H 3.92 0.67 2.55
H 5.23 -0.42 0.52
H 4.52 -0.13 -1.07
H 5.23 -1.70 -0.70
H 3.66 -2.34 2.53
H 3.87 -3.59 1.30
H 2.26 -3.21 1.93
H 2.12 -1.61 -2.01
H 1.10 -2.55 -0.92
H 2.67 -3.19 -1.45
N -1.81 -1.62 -2.41
P -0.47 -0.56 -2.76
C -0.24 -0.92 -4.55
C 0.68 -0.09 -5.20
C 0.91 -0.20 -6.55
C 0.23 -1.16 -7.30
C -0.66 -2.01 -6.66
C -0.88 -1.90 -5.29
C -1.35 1.04 -3.01
C -2.51 1.12 -3.77
C -3.10 2.35 -4.00
C -2.55 3.51 -3.46
C -1.39 3.43 -2.70
C -0.79 2.20 -2.49
P -2.06 -2.07 -0.77
C -3.87 -1.85 -0.61
C -4.74 -1.92 -1.69
C -6.11 -1.77 -1.49
C -6.61 -1.56 -0.21
C -5.74 -1.46 0.87
C -4.38 -1.60 0.67
C -1.98 -3.90 -0.81
C -2.42 -4.59 0.31
C -2.32 -5.97 0.38
C -1.77 -6.68 -0.68
C -1.29 -6.00 -1.79
C -1.38 -4.61 -1.85
H -1.84 -2.41 -3.03
H 1.20 0.67 -4.62
H 1.61 0.46 -7.04
H 0.39 -1.24 -8.36
H -1.18 -2.77 -7.23
H -1.59 -2.59 -4.84
H -2.94 0.23 -4.20
H -4.00 2.42 -4.61
H -3.02 4.47 -3.63
H -0.96 4.32 -2.26
H 0.13 2.14 -1.91
H -4.36 -2.08 -2.68
H -6.78 -1.83 -2.33
H -7.68 -1.45 -0.06
H -6.13 -1.28 1.86
H -3.69 -1.51 1.50
H -2.85 -4.05 1.15
H -2.67 -6.49 1.26
H -1.69 -7.76 -0.63
H -0.84 -6.55 -2.61
H -0.95 -4.11 -2.70
C -3.26 1.57 2.54
As -3.00 2.64 0.97
C -3.80 1.70 -0.50
C -4.14 4.17 1.23
O -1.42 3.08 0.75
H -4.30 1.22 2.60
H -3.02 2.18 3.41
H -2.58 0.72 2.50
H -4.82 1.41 -0.24
H -3.22 0.81 -0.73
H -3.81 2.35 -1.36
H -5.18 3.88 1.34
H -4.03 4.83 0.36
H -3.80 4.70 2.12

Properties
- LUMO (spin up / spin down) (eV) = 0.53 / -0.77
- spin multiplicity = 2
- relative energy (zero: lowest compared OMol25 entry of this formula, charge and spin) (eV) = 0.640
- electronic energy (eV) = -136049.5631
- highest occupied orbital energy (spin up / spin down) (Eh) = -0.230 / -0.263
- gap between HOMO and LUMO (spin up / spin down) (eV) = 6.8 / 6.4

[3]
Below is a structure of composition C36H45F3MoN11OS2Se, with properties calculated with ωB97M-V/def2-TZVPD.

CARTESIAN COORDINATES (ANGSTROEM)
Mo 0.57 -1.42 -2.24
N 3.18 -1.24 -5.98
C 2.21 -1.48 -5.06
S 2.72 -1.67 -3.41
N 0.99 -1.51 -5.45
N 0.06 -1.73 -4.42
C -1.10 -1.97 -4.93
C -2.34 -2.20 -4.25
C -3.51 -2.45 -4.98
C -4.70 -2.65 -4.32
C -4.74 -2.60 -2.92
C -3.60 -2.36 -2.19
C -2.39 -2.16 -2.85
O -1.29 -1.95 -2.16
H 4.14 -1.43 -5.73
H 2.93 -1.36 -6.95
H -1.13 -1.99 -6.01
H -3.46 -2.47 -6.06
H -5.61 -2.84 -4.88
H -5.68 -2.75 -2.41
H -3.61 -2.31 -1.11
F -0.98 -4.30 2.08
C 0.24 -4.79 1.84
F 1.11 -4.08 2.58
F 0.27 -6.05 2.30
C 0.59 -4.74 0.38
C 0.96 -5.87 -0.31
C 1.31 -5.79 -1.66
C 1.28 -4.56 -2.27
N 0.92 -3.46 -1.60
C 0.57 -3.50 -0.30
S 0.13 -1.95 0.30
H 0.98 -6.82 0.20
H 1.60 -6.67 -2.22
H 1.55 -4.42 -3.31
C -4.04 0.26 5.01
C -3.99 1.11 3.74
C -3.84 0.28 2.47
C -2.45 -0.32 2.26
N -1.43 0.70 2.05
C -1.21 1.34 0.87
Se -2.06 0.96 -0.71
N -0.21 2.24 1.07
C 0.35 3.15 0.09
C -0.10 4.60 0.30
C -1.57 4.84 -0.03
C -1.87 4.80 -1.52
C 0.20 2.18 2.40
C 1.17 2.89 3.09
C 1.35 2.58 4.43
C 0.59 1.58 5.05
C -0.38 0.88 4.35
C -0.57 1.20 3.01
H -4.17 0.88 5.89
H -3.13 -0.32 5.15
H -4.87 -0.44 4.97
H -3.18 1.84 3.81
H -4.91 1.69 3.67
H -4.07 0.89 1.59
H -4.56 -0.54 2.48
H -2.44 -0.96 1.38
H -2.14 -0.91 3.12
H 0.03 2.78 -0.89
H 1.44 3.07 0.14
H 0.53 5.24 -0.32
H 0.10 4.88 1.34
H -1.85 5.82 0.37
H -2.20 4.11 0.49
H -1.24 5.52 -2.06
H -2.91 5.06 -1.72
H -1.71 3.80 -1.93
H 1.76 3.66 2.61
H 2.09 3.11 5.01
H 0.75 1.36 6.09
H -0.97 0.11 4.84
C 0.28 2.88 -4.19
C 0.33 1.59 -3.53
N 0.34 0.59 -2.98
H -0.08 2.75 -5.21
H 1.27 3.32 -4.20
H -0.41 3.53 -3.64
C 3.11 0.04 3.12
C 4.41 0.65 2.61
C 4.32 2.17 2.51
C 4.84 0.00 1.30
N 3.81 0.06 0.26
C 2.98 -0.89 -0.13
N 2.18 -0.38 -1.05
N 2.55 0.91 -1.21
N 3.53 1.18 -0.43
H 2.87 0.42 4.11
H 3.17 -1.05 3.19
H 2.27 0.29 2.47
H 5.21 0.40 3.31
H 3.49 2.47 1.87
H 5.24 2.60 2.09
H 4.16 2.60 3.50
H 5.02 -1.06 1.46
H 5.74 0.45 0.89
H 2.94 -1.89 0.26

Properties
- LUMO (spin up / spin down) (eV) = -2.53 / -3.50
- spin multiplicity = 3
- relative energy (zero: lowest compared OMol25 entry of this formula, charge and spin) (eV) = 0.568
- electronic energy (eV) = -153524.1569
- highest occupied orbital energy (spin up / spin down) (Eh) = -0.348 / -0.349
- total charge = +1
- gap between HOMO and LUMO (spin up / spin down) (eV) = 6.9 / 6.0